Entry 1:
Molecular formula: C15H20N2O5S
Method: DFT, wB97M-V/def2-TZVPD

The geometry in ORCA input format:
```
! wB97M-V def2-TZVPD RIJCOSX def2/J DEFGRID3
* xyz 0 1
C 0.42086 -5.39174 4.23984
C 1.10157 -5.16196 2.77596
O 0.69896 -4.17779 2.15439
C 0.93172 -3.95780 1.03415
O 1.76006 -4.57738 0.59847
C 0.25462 -2.82730 0.21932
C 0.59858 -2.46714 -1.04336
C -0.04621 -1.28041 -1.57104
C -1.24199 -0.75425 -0.99498
S -1.90630 0.74897 -1.51158
O -1.65592 0.77145 -2.93351
O -3.14308 0.98957 -0.93800
N -0.91178 2.11336 -1.30283
C -1.04710 2.39969 0.29626
C -0.55116 3.73442 0.47184
N 0.84153 3.86559 -0.17146
C 1.96407 3.92030 0.68647
C 1.97101 4.34644 2.00594
O 3.23889 3.72575 -0.23269
C 0.99937 3.55984 -1.47144
C 0.56485 2.04129 -1.77564
C -1.45869 -1.17328 0.27587
C -0.61463 -2.06233 1.02092
H 0.89031 -6.16530 4.85357
H 0.41939 -4.65078 4.93578
H -0.57452 -5.72082 4.18702
H 2.12008 -4.98718 2.75360
H 0.98971 -6.15828 2.19936
H 1.17678 -3.06050 -1.45926
H 0.11737 -1.03479 -2.59616
H -1.91460 2.30650 0.48677
H -0.53538 1.76779 1.02991
H -0.57821 4.14306 1.31715
H -0.89347 4.51097 -0.32957
H 3.12128 4.42522 2.57567
H 1.34405 5.19985 2.06261
H 1.42344 3.42403 2.70211
H 2.01437 3.52369 -1.96503
H 0.46769 4.19340 -2.06516
H 0.33595 1.85594 -2.78624
H 1.23211 1.37368 -1.13077
H -2.15991 -0.52645 0.78776
H -1.19509 -2.40506 1.94719
*
```

Its SMILES is CCOC(=O)c1ccc(S(=O)(=O)N2CCN(C(C)=O)CC2)cc1. As for the LUMO energy: -0.49 eV. The highest occupied orbital energy comes out at -0.322 Eh. The energy above the lowest of the compared OMol25 structures with the same formula, charge and spin comes out at 15.585 eV. Its gap between HOMO and LUMO is 8.26 eV.

Mulliken atomic charge list, values in e, 5 entries: -1.38 -0.29 -0.29 0.43 -0.56

=====

Entry 2:
Molecular formula: C15H20N6O9Ru
Method: DFT, wB97M-V/def2-TZVPD

The geometry in ORCA input format:
```
! wB97M-V def2-TZVPD RIJCOSX def2/J DEFGRID3
* xyz 1 2
Ru 0.36245 -0.77087 1.35600
O -0.82177 -0.65105 5.71411
C -0.73355 -0.76385 4.41173
O -0.05078 -0.06325 3.70157
C -1.64118 -1.87813 3.88183
O -1.18112 -2.39028 2.64794
C -0.34577 -3.50758 2.77624
C 1.11196 -3.06115 3.37637
O 1.48389 -3.70667 4.32025
O 1.58904 -2.10034 2.76216
H -0.25448 0.05181 6.07842
H -1.72828 -2.66780 4.63946
H -2.62518 -1.42790 3.69987
H -0.75527 -4.26793 3.45032
H -0.18025 -3.90205 1.77045
C -2.95366 -1.39025 -2.14740
N -1.60656 -1.72947 -2.56676
C -1.48015 -2.40938 -3.84041
C -0.61512 -1.69739 -1.64133
N -0.84036 -1.62399 -0.37003
N 0.67781 -1.70858 -2.12714
C 1.85068 -1.59445 -1.40354
N 2.97074 -1.48188 -2.14729
N 1.85453 -1.67397 -0.12229
H -3.51976 -1.08774 -3.02507
H -2.91957 -0.53910 -1.46656
H -3.47892 -2.22489 -1.67385
H -2.33501 -2.14959 -4.45809
H -1.47151 -3.49536 -3.71181
H -0.58698 -2.11354 -4.38724
H -1.81852 -1.68007 -0.09922
H 0.76975 -1.61965 -3.12991
H 2.96482 -1.38352 -3.14636
H 3.85517 -1.34064 -1.68866
H 2.76080 -1.60995 0.33625
O -0.76551 1.26760 0.86939
C 0.32414 1.79574 0.53770
O 1.41685 1.19460 0.67667
C 0.34158 3.15449 -0.08667
C -0.69968 4.05981 0.10651
C -0.64302 5.32080 -0.46708
C 0.44446 5.69294 -1.23931
C 1.46372 4.77028 -1.44867
C 1.42476 3.50766 -0.88001
N 2.59269 5.12343 -2.28805
O 2.69573 6.27735 -2.62718
O 3.34728 4.22856 -2.60181
H -1.53728 3.76507 0.71995
H -1.45505 6.01457 -0.31313
H 0.51243 6.67903 -1.67659
H 2.22902 2.80852 -1.05174
*
```

Its expectation value of S² is 0.81. As for the LUMO energy (spin up / spin down): -5.08 / -4.56 eV. The highest occupied orbital energy (spin up / spin down) comes out at -0.422 / -0.424 Eh. The energy above the lowest of the compared OMol25 structures with the same formula, charge and spin comes out at 3.386 eV. Its gap between HOMO and LUMO (spin up / spin down) is 6.40 / 6.96 eV.

Mulliken atomic charge list, values in e, 5 entries: 0.91 -0.45 0.57 -0.50 -0.45

=====

Entry 3:
Molecular formula: C15H20N8NiS
Method: DFT, wB97M-V/def2-TZVPD

The geometry in ORCA input format:
```
! wB97M-V def2-TZVPD RIJCOSX def2/J DEFGRID3
* xyz 2 3
Ni 0.09147 0.19313 -0.03742
N -0.36056 -1.07175 3.76340
C 1.02596 -1.17859 3.86994
C 1.84650 -1.56461 4.92502
C 3.20101 -1.56148 4.67146
C 3.72210 -1.19164 3.41738
C 2.90165 -0.81059 2.37823
C 1.53074 -0.80783 2.62564
N 0.45492 -0.48907 1.79539
C -0.63707 -0.66042 2.51859
C -1.93533 -0.38274 1.90974
C -3.19573 -0.43940 2.40432
S -4.30962 0.05796 1.21080
C -3.04682 0.28956 0.11179
N -1.85599 0.02890 0.59145
H -1.02831 -1.27087 4.49068
H 1.45049 -1.85255 5.88879
H 3.88464 -1.85303 5.45656
H 4.79304 -1.21029 3.27105
H 3.30562 -0.52727 1.41542
H -3.52560 -0.72640 3.38956
H -3.22018 0.62742 -0.89929
C 0.53437 6.04497 -1.50024
C 2.00738 5.79471 -1.80258
C 2.84887 5.77570 -0.53109
C 2.20426 4.54162 -2.65408
N 1.76717 3.30870 -1.95224
C 2.41185 2.55629 -1.05703
N 1.59584 1.60224 -0.66901
N 0.45547 1.80464 -1.36661
N 0.54589 2.81453 -2.14102
H 0.41124 6.98947 -0.97259
H 0.12326 5.26165 -0.85768
H -0.06610 6.08820 -2.40931
H 2.38016 6.60062 -2.44164
H 2.47964 5.03727 0.18710
H 2.79413 6.74261 -0.03332
H 3.90322 5.57580 -0.73388
H 3.24636 4.38436 -2.92804
H 1.60337 4.57330 -3.56059
H 3.42129 2.72561 -0.72325
N 0.35717 -1.37810 -1.29626
H 1.32943 -1.67684 -1.32683
H 0.08673 -1.17617 -2.25590
H -0.17944 -2.19167 -1.00585
*
```

Its expectation value of S² is 2.00. As for the LUMO energy (spin up / spin down): -5.79 / -6.83 eV. The highest occupied orbital energy (spin up / spin down) comes out at -0.528 / -0.528 Eh. Its gap between HOMO and LUMO (spin up / spin down) is 8.58 / 7.53 eV.

Mulliken atomic charge list, values in e, 5 entries: -0.06 -0.03 0.53 -1.02 -0.49

=====

Entry 4:
Molecular formula: C15H21As2MgN5S5
Method: DFT, wB97M-V/def2-TZVPD

The geometry in ORCA input format:
```
! wB97M-V def2-TZVPD RIJCOSX def2/J DEFGRID3
* xyz -2 1
Mg -0.47993 -2.47592 0.23943
S -5.09683 -5.08828 5.39367
C -4.17360 -4.55359 4.10920
S -3.00910 -5.51065 3.29506
C -2.46274 -4.34041 2.10000
C -3.06283 -3.12998 2.17636
S -2.75969 -1.74643 1.16362
S -4.26643 -2.97645 3.44748
S -1.26181 -4.86553 0.96134
C -3.14650 0.64349 -2.38080
As -1.68289 0.74023 -1.06134
C -2.28666 2.39338 -0.18322
C -0.30249 1.56217 -2.18319
C -0.61862 2.39328 -3.25728
C 0.37640 2.99830 -4.01224
C 1.70801 2.77702 -3.67920
C 2.02757 1.94831 -2.61359
C 1.03889 1.31321 -1.85991
As 1.48354 0.12661 -0.33591
C 3.37006 -0.25574 -0.77118
C 2.54034 2.56194 0.73700
H -3.49541 1.62665 -2.70017
H -3.97059 0.10871 -1.90747
H -2.81853 0.07528 -3.25030
H -2.52850 3.16935 -0.91122
H -1.49081 2.74344 0.47387
H -3.16569 2.16428 0.42153
H -1.65703 2.58589 -3.50631
H 0.11589 3.63926 -4.84717
H 2.49740 3.25184 -4.25286
H 3.06539 1.80456 -2.34204
H 4.02188 0.55576 -0.45304
H 3.46431 -0.41336 -1.84771
H 3.64208 -1.18112 -0.25982
H 2.61782 3.35671 -0.02585
H 3.50196 2.58167 1.30004
H 1.74537 2.86487 1.44423
C 0.81660 -1.61567 -1.20550
H 0.34419 -1.38589 -2.16610
H 1.69619 -2.23504 -1.42838
N 2.84724 0.26943 2.95418
N 1.94219 -0.78439 2.91628
N 1.07769 -1.03343 3.87904
C 0.34781 -1.99254 3.32283
N 0.77921 -2.29074 2.08946
N 1.80638 -1.49906 1.85873
H 2.35693 1.04698 3.38194
H 2.99784 0.54163 1.97581
H -0.49247 -2.47005 3.80071
*
```

As for the LUMO energy: 4.27 eV. The highest occupied orbital energy comes out at -0.011 Eh. The energy above the lowest of the compared OMol25 structures with the same formula, charge and spin comes out at 2.993 eV. Its gap between HOMO and LUMO is 4.58 eV.

Mulliken atomic charge list, values in e, 5 entries: 0.43 -0.39 0.08 -0.15 0.07

=====

Entry 5:
Molecular formula: C15H21AuNO4SbSi
Method: DFT, wB97M-V/def2-TZVPD

The geometry in ORCA input format:
```
! wB97M-V def2-TZVPD RIJCOSX def2/J DEFGRID3
* xyz 0 1
Au 0.85127 -0.58055 0.90131
O -2.11534 -2.64863 3.38248
C -1.29778 -1.99123 2.75862
O -1.33286 -1.65032 1.52940
C -0.11033 -1.43462 3.57862
C -0.01867 -1.61722 4.94787
C 1.04392 -1.04783 5.63590
C 1.99265 -0.30383 4.94885
C 1.85298 -0.15502 3.58075
N 0.81981 -0.71230 2.94636
C 2.83642 0.65682 2.73164
O 3.80398 1.12949 3.29633
O 2.51949 0.80645 1.49542
H -0.78573 -2.20427 5.43093
H 1.13267 -1.18542 6.70526
H 2.84303 0.16292 5.42376
C -0.92544 2.97530 0.12296
Sb -1.33547 0.95331 0.62972
C -2.43740 0.15940 -0.97581
C -2.69981 1.00307 2.24176
H -1.84872 3.45262 -0.20537
H -0.19531 2.99867 -0.68223
H -0.52873 3.51164 0.98172
H -3.46759 0.51131 -0.96441
H -2.40768 -0.92041 -0.85246
H -1.95147 0.43962 -1.90623
H -3.46295 1.74872 2.01843
H -2.20556 1.27114 3.17224
H -3.15073 0.01912 2.33190
C -0.84426 -0.94555 -4.72860
Si 0.84152 -0.35894 -4.12391
C 2.21656 -1.50207 -4.70227
C 1.13968 1.40146 -4.72391
C 0.83799 -0.37890 -2.27328
C 0.87159 -0.45864 -1.06367
H -0.88770 -0.93939 -5.81881
H -1.63787 -0.29347 -4.36035
H -1.06495 -1.95772 -4.38929
H 2.28714 -1.51448 -5.79141
H 2.04580 -2.52464 -4.36537
H 3.17839 -1.17654 -4.30557
H 1.20859 1.42360 -5.81282
H 2.06426 1.81395 -4.31940
H 0.32459 2.06338 -4.42706
*
```

As for the LUMO energy (spin up / spin down): -2.19 / -2.41 eV. The highest occupied orbital energy (spin up / spin down) comes out at -0.306 / -0.317 Eh. The energy above the lowest of the compared OMol25 structures with the same formula, charge and spin comes out at 1.172 eV. Its gap between HOMO and LUMO (spin up / spin down) is 6.13 / 6.21 eV.

Mulliken atomic charge list, values in e, 5 entries: 0.41 -0.70 0.06 -0.62 0.56

=====

Entry 6:
Molecular formula: C15H21ClN2O4S
Method: DFT, wB97M-V/def2-TZVPD

The geometry in ORCA input format:
```
! wB97M-V def2-TZVPD RIJCOSX def2/J DEFGRID3
* xyz 0 1
C 4.44192 -1.09578 -1.74668
C 2.97861 -1.52495 -1.73792
N 2.21118 -0.99274 -0.62204
C 2.07766 0.44751 -0.53582
C 0.66226 0.84706 -0.11647
O 0.43146 1.82464 0.56374
N -0.29035 0.03246 -0.60709
C -1.69422 0.20229 -0.32900
C -2.46636 0.75986 -1.54555
C -2.18488 2.24829 -1.76357
C -3.19566 2.90716 -0.82158
C -4.31156 1.85505 -0.69853
O -3.85765 0.66855 -1.33653
S 2.65057 -1.66210 0.87308
O 2.84379 -3.06467 0.65987
O 3.70679 -0.90871 1.48582
C 1.14033 -1.40902 1.79653
C 0.08674 -2.27865 1.58482
C -1.11045 -2.07407 2.24622
C -1.22938 -0.98966 3.10746
Cl -2.72960 -0.71093 3.90449
C -0.16448 -0.12913 3.33470
C 1.03163 -0.34697 2.67342
H 4.90624 -1.37533 -0.80447
H 4.53448 -0.01936 -1.87373
H 4.96640 -1.58901 -2.56092
H 2.47850 -1.22195 -2.66378
H 2.91534 -2.60989 -1.63976
H 2.78895 0.87021 0.18245
H 2.27191 0.89608 -1.51398
H 0.00874 -0.76945 -1.14033
H -2.13534 -0.75668 -0.04501
H -1.77523 0.89645 0.50963
H -2.23504 0.14691 -2.42389
H -2.39074 2.51647 -2.79993
H -1.15857 2.50965 -1.52013
H -2.73852 3.10036 0.14770
H -3.57118 3.84793 -1.21715
H -5.23031 2.16032 -1.20750
H -4.55040 1.64091 0.34979
H 0.22522 -3.11002 0.91225
H -1.94588 -2.74071 2.10000
H -0.27374 0.70306 4.01124
H 1.88080 0.29857 2.82817
*
```

Its SMILES is CCN(CC(=O)NC[C@@H]1CCCO1)S(=O)(=O)c1ccc(Cl)cc1. As for the LUMO energy: 0.26 eV. The highest occupied orbital energy comes out at -0.345 Eh. The energy above the lowest of the compared OMol25 structures with the same formula, charge and spin comes out at 0.943 eV. Its gap between HOMO and LUMO is 9.65 eV.

Mulliken atomic charge list, values in e, 5 entries: -1.04 -0.79 0.15 -0.88 0.11